(1)
# C3H7NO2

An isolated molecule of C3H7NO2 at a distorted geometry (ωB97M-V with the def2-TZVPD basis set, OMol25).

```
! wB97M-V def2-TZVPD RIJCOSX def2/J DEFGRID3
* xyz 0 1
C -0.07070 -0.78315 -1.43317
C -1.15732 0.05380 0.93214
C 0.17638 -0.34944 0.34962
N 1.13840 0.73472 0.22005
O 0.74115 -0.05648 -2.13136
O -0.85731 -1.61275 -1.75414
H -1.81484 -0.81165 0.98272
H -1.03408 0.45863 1.94134
H -1.63282 0.81430 0.30929
H 0.61009 -1.22535 0.82129
H 1.23652 0.51126 -1.45800
H 1.95323 0.62851 0.81325
H 0.71130 1.63760 0.40695
*
```

The calculation puts the calculated total energy at -8809.3696 eV. The value obtained for the largest force on an atom is 4.5 eV/A. The value obtained for the HOMO energy is -8.957 eV. As for the SMILES: C[C@H](N)C(=O)O. The value obtained for the energy above the lowest of the compared OMol25 structures with the same formula, charge and spin is 26.7 kcal/mol. As for the LUMO energy: 0.72 eV.

---

(2)
# C37H57F9N13OPd

C37H57F9N13OPd as an isolated structure at a distorted geometry (ωB97M-V with the def2-TZVPD basis set, OMol25).

```
! wB97M-V def2-TZVPD RIJCOSX def2/J DEFGRID3
* xyz 3 5
Pd -0.89742 2.59193 -1.95487
C 1.24683 4.38761 1.64558
N 0.33762 3.45149 1.05987
C 0.78653 2.09211 0.83900
C -0.93957 3.82384 0.85969
N -1.62471 3.15392 -0.07506
C -3.09445 3.24848 -0.08375
C -3.65455 2.06403 -0.78292
N -2.95243 1.82661 -2.06703
C -3.57565 2.53619 -3.20355
C -2.62413 2.96673 -4.28310
N -1.19614 2.63424 -4.05268
C -0.33047 2.56746 -5.06992
N 0.93620 2.08267 -4.89079
C 2.05015 2.13399 -5.84437
C 1.24039 1.60650 -3.55412
N -0.76303 2.77755 -6.35268
C -0.57955 1.71002 -7.38376
C -1.57580 4.00237 -6.68843
C -3.11003 0.34986 -2.35807
C -1.95323 -0.36636 -1.68406
N -1.92567 -1.72988 -2.09981
C -1.61348 -2.76232 -1.38941
N -0.83754 -2.78186 -0.24496
C 0.11754 -1.72874 0.09763
C -0.99204 -3.74210 0.85949
N -2.00057 -4.03806 -1.81420
C -0.91662 -4.81987 -2.42887
C -3.14303 -4.08869 -2.77702
N -1.38633 5.01110 1.43898
C -1.13268 5.28894 2.90210
C -2.32588 5.90363 0.76572
H 1.16328 4.33287 2.70007
H 0.89518 5.43811 1.31864
H 2.25805 4.26314 1.22130
H 0.45371 1.75548 -0.12892
H 0.33010 1.37499 1.52886
H 1.86607 2.07491 0.91351
H -3.51991 4.14042 -0.56545
H -3.46191 3.39241 0.96603
H -4.73713 2.21142 -0.95601
H -3.47424 1.17103 -0.21317
H -4.08037 3.44063 -2.82446
H -4.39477 1.88471 -3.66931
H -2.77578 4.05856 -4.37566
H -2.99273 2.48386 -5.25159
H 1.69617 2.58833 -6.78385
H 2.43359 1.14365 -5.95689
H 2.86043 2.75584 -5.49725
H 2.33136 1.45576 -3.48453
H 0.80592 0.58984 -3.38979
H 0.73864 2.34448 -2.89481
H -1.47332 1.79959 -8.02824
H -0.53455 0.71254 -6.82728
H 0.30298 1.81876 -7.95714
H -2.60959 3.81151 -7.04115
H -1.14349 4.58525 -7.50147
H -1.67016 4.65681 -5.82691
H -2.95013 0.25387 -3.42578
H -4.07037 0.06605 -1.98005
H -2.14436 -0.23480 -0.60034
H -0.99218 0.16238 -1.92861
H 0.24879 -1.12392 -0.77484
H 1.05991 -2.17115 0.50703
H -0.24464 -1.07042 0.91228
H -2.05560 -3.96951 1.08026
H -0.60751 -3.26879 1.75783
H -0.51314 -4.65470 0.68575
H -0.30675 -4.14358 -3.08965
H -1.24170 -5.73511 -3.00080
H -0.26751 -5.21771 -1.59238
H -3.44349 -5.14651 -2.79682
H -2.79924 -3.71009 -3.72796
H -3.94430 -3.49481 -2.45974
H -0.83585 4.41148 3.47782
H -2.05433 5.74538 3.24662
H -0.38981 6.07811 2.95624
H -2.26904 5.66264 -0.25352
H -1.96452 6.86347 0.88777
H -3.37380 5.89971 1.10729
N 5.61515 -4.67148 2.84758
C 5.92364 -5.76706 3.61373
C 6.97369 -6.66270 3.53650
C 7.04360 -7.54284 4.66393
C 6.25091 -7.41757 5.82054
C 5.14347 -6.53420 5.80596
C 5.04988 -5.67430 4.73269
N 4.21791 -4.62349 4.64298
C 4.59097 -3.97593 3.49505
C 4.02115 -2.72453 3.11359
C 3.03193 -2.12835 3.92056
C 2.63010 -0.82659 3.61203
N 3.01428 -0.14728 2.52918
C 3.81936 -0.80020 1.67884
C 4.27421 -2.08471 1.90142
H 5.92691 -4.57247 1.85543
H 7.71887 -6.60255 2.76453
H 7.77221 -8.42075 4.70277
H 6.31914 -8.19195 6.58990
H 4.43321 -6.56183 6.58806
H 2.64708 -2.59840 4.85514
H 1.91875 -0.38262 4.21723
H 4.27000 -0.18596 0.88996
H 4.92051 -2.53443 1.16377
F 0.06503 -1.28152 5.59780
C -1.27544 -1.29270 5.19392
F -2.04767 -0.99503 6.33809
F -1.50915 -2.55345 4.78460
C -1.43591 -0.25751 3.96808
O -0.56346 -0.41531 2.97865
C -2.96611 -0.41877 3.37769
F -3.28811 0.60534 2.56725
F -3.13137 -1.54844 2.61593
F -3.87862 -0.37148 4.37666
C -1.34648 1.27655 4.61361
F -1.39773 2.12578 3.54886
F -0.13669 1.46962 5.18014
F -2.29341 1.64879 5.46977
*
```

The calculation puts the calculated total energy at -88618.8471 eV. As for the expectation value of S²: 6.04. The value obtained for the largest force on an atom is 3.8 eV/A. The value obtained for the HOMO energy (alpha / beta) is -14.349 / -14.295 eV. As for the LUMO energy (alpha / beta): -7.45 / -10.12 eV.

---

(3)
# C8H16Cl2LuN2O

C8H16Cl2LuN2O as an isolated structure at a distorted geometry (ωB97M-V with the def2-TZVPD basis set, OMol25).

```
! wB97M-V def2-TZVPD RIJCOSX def2/J DEFGRID3
* xyz -1 1
Lu 1.65009 -0.52311 0.22777
Cl 1.51030 -2.95984 -0.20940
Cl 3.53759 -0.64324 2.07538
C 3.77845 -0.06808 0.43598
H 4.02607 0.98063 0.47475
H 4.15729 -0.47968 -0.52867
C -0.66232 1.27944 -0.74999
C 0.30139 0.56496 -1.22274
H -0.50933 2.04864 0.00049
C 0.21380 -0.55004 -2.19089
H 1.53482 0.94306 -1.08623
C -1.09101 -0.44893 -2.99384
H 1.09367 -0.65223 -2.82957
H 0.16215 -1.50310 -1.65353
C -2.28496 -0.17805 -2.09374
H -0.97545 0.35683 -3.70547
H -1.24583 -1.33781 -3.60266
C -2.08507 0.95595 -1.06140
H -3.17335 0.04009 -2.69628
H -2.48696 -1.09064 -1.52391
H -2.62865 1.84425 -1.38568
H -2.61753 0.69537 -0.14429
N 0.81455 -0.11359 3.73885
C -0.20317 0.00840 2.86540
N -1.42221 0.34496 3.28004
O 0.00400 -0.16077 1.62430
H 0.65420 0.14032 4.67702
H 1.74913 -0.31019 3.33676
H -2.21937 0.35616 2.66075
H -1.58229 0.46022 4.28081
*
```

The calculation puts the calculated total energy at -72247.0472 eV. The value obtained for the largest force on an atom is 3.5 eV/A. The value obtained for the HOMO energy (alpha / beta) is 0.113 / 0.088 eV. The value obtained for the energy above the lowest of the compared OMol25 structures with the same formula, charge and spin is 137.8 kcal/mol. As for the LUMO energy (alpha / beta): 2.73 / 2.71 eV.

---

(4)
# C39H40IN5P2Pr

C39H40IN5P2Pr as an isolated structure at a distorted geometry (ωB97M-V with the def2-TZVPD basis set, OMol25).

```
! wB97M-V def2-TZVPD RIJCOSX def2/J DEFGRID3
* xyz 3 3
Pr -0.07924 -0.05209 0.11356
N 0.15671 1.85415 3.04334
P -0.39066 2.57123 1.59050
C -1.57868 3.82061 2.08994
C -1.63368 4.34942 3.37688
C -2.53618 5.36322 3.66359
C -3.38425 5.84717 2.67577
C -3.33805 5.31860 1.39274
C -2.43951 4.30412 1.10230
C 1.01726 3.48519 0.89866
C 1.59814 4.56993 1.55316
C 2.70546 5.19779 1.00565
C 3.23577 4.75943 -0.20567
C 2.66389 3.68718 -0.87259
C 1.56027 3.05952 -0.31214
P 0.97016 0.37347 2.82213
C 0.97502 -0.38114 4.44990
C 2.03855 -1.19903 4.83825
C 2.00294 -1.82900 6.07285
C 0.91140 -1.65206 6.91406
C -0.15311 -0.84941 6.52391
C -0.13194 -0.22094 5.28761
C 2.70334 0.74455 2.43626
C 3.15577 0.47789 1.14401
C 4.43346 0.82644 0.73586
C 5.27579 1.45602 1.64076
C 4.84237 1.72932 2.93564
C 3.56280 1.37463 3.33585
H 0.44955 2.44987 3.81386
H -0.99385 3.98455 4.17128
H -2.57767 5.77532 4.66302
H -4.08576 6.63724 2.90930
H -4.00007 5.69691 0.62449
H -2.39329 3.90159 0.09391
H 1.17525 4.94042 2.48082
H 3.15059 6.04365 1.51361
H 4.08897 5.26696 -0.63734
H 3.06853 3.35966 -1.82249
H 1.09448 2.23975 -0.85945
H 2.90031 -1.32612 4.19330
H 2.83468 -2.44686 6.38711
H 0.89200 -2.13955 7.88005
H -0.99986 -0.71128 7.18369
H -0.96317 0.40445 4.98489
H 2.50238 -0.05126 0.45370
H 4.78022 0.60806 -0.26784
H 6.27875 1.73073 1.33824
H 5.50988 2.21612 3.63500
H 3.23556 1.58208 4.34882
N -2.65749 -0.00900 0.01059
C -3.30804 -0.53603 -1.23668
C -3.08949 0.35878 -2.44635
C -1.71272 0.31598 -3.08927
N -0.65864 0.99210 -2.26959
H -3.05238 -0.52502 0.79764
H -2.99328 0.94332 0.15575
H -4.37704 -0.63959 -1.06019
H -2.92010 -1.53907 -1.42511
H -3.35476 1.39330 -2.19765
H -3.80942 0.04899 -3.20560
H -1.76697 0.79336 -4.06646
H -1.39820 -0.71456 -3.25636
H -0.92164 1.97505 -2.19833
H 0.19087 1.00095 -2.83100
N 0.58694 -2.27381 1.05552
C 1.31102 -3.03049 1.53742
C 2.21197 -3.96099 2.13171
C 1.74189 -4.94493 3.00326
C 2.64929 -5.81896 3.56992
C 4.00358 -5.70766 3.27303
C 4.46748 -4.72291 2.40497
C 3.57490 -3.84189 1.82677
H 0.68519 -5.02070 3.22520
H 2.30197 -6.59085 4.24288
H 4.70690 -6.39812 3.72121
H 5.52308 -4.64860 2.17916
H 3.91623 -3.07018 1.14563
I 5.10608 -2.60379 -2.41861
C 3.03603 -2.65974 -2.31286
C 2.31262 -3.79888 -2.64495
C 0.92972 -3.77366 -2.51510
C 0.32750 -2.63026 -2.03561
N 1.01419 -1.52124 -1.72278
C 2.34379 -1.54112 -1.88520
H 2.81660 -4.68873 -3.00190
H 0.33209 -4.63815 -2.77140
H -0.74850 -2.59911 -1.89480
H 2.88420 -0.62586 -1.66731
*
```

The calculation puts the calculated total energy at -89269.6254 eV. As for the expectation value of S²: 2.00. The value obtained for the largest force on an atom is 1.1 eV/A. The value obtained for the HOMO energy (alpha / beta) is -15.984 / -15.974 eV. The value obtained for the energy above the lowest of the compared OMol25 structures with the same formula, charge and spin is 0.0 kcal/mol. As for the LUMO energy (alpha / beta): -8.47 / -8.14 eV.

---

(5)
# C46H31AuBrF9OP2S3Se2

C46H31AuBrF9OP2S3Se2 as an isolated structure (ωB97M-V with the def2-TZVPD basis set, OMol25).

```
! wB97M-V def2-TZVPD RIJCOSX def2/J DEFGRID3
* xyz 0 1
Au -0.28315 1.08487 0.57436
Se 0.14513 0.11415 2.79218
P 2.35583 0.25304 2.48248
Se 2.83803 0.41518 0.43804
C 2.95958 1.63410 3.48885
C 2.44111 1.86930 4.75972
C 2.93027 2.91388 5.52464
C 3.93511 3.73079 5.02087
C 4.44722 3.50126 3.75374
C 3.95927 2.45528 2.98323
C 2.98891 -1.25527 3.27290
C 4.02185 -1.95399 2.65927
C 4.51920 -3.11155 3.24288
C 3.98527 -3.57294 4.43660
C 2.95223 -2.87624 5.05269
C 2.45488 -1.72043 4.47326
H 1.63431 1.25732 5.14420
H 2.51850 3.10078 6.50791
H 4.30990 4.55447 5.61523
H 5.22116 4.14453 3.35536
H 4.33289 2.28533 1.98171
H 4.41584 -1.59915 1.71491
H 5.31848 -3.65567 2.75537
H 4.37077 -4.47821 4.88836
H 2.53212 -3.23650 5.98299
H 1.64224 -1.19024 4.95677
F -5.55229 -5.49797 1.95910
C -5.50098 -4.24693 2.45076
F -6.70389 -3.68624 2.22353
F -5.34984 -4.34125 3.78106
C -4.39826 -3.44882 1.80982
C -3.58295 -2.63092 2.57158
C -2.58936 -1.88383 1.95620
C -2.40149 -1.94243 0.57863
C -3.24304 -2.76467 -0.17737
C -4.23072 -3.51468 0.43455
P -1.06916 -1.01609 -0.27957
C 0.35758 -2.12145 -0.33059
C 1.30902 -1.98090 -1.33934
C 2.46813 -2.73401 -1.30590
C 2.69582 -3.59759 -0.24386
C 1.77327 -3.71562 0.78263
C 0.59840 -2.98170 0.73508
C 3.98808 -4.36255 -0.17920
F 4.41231 -4.72951 -1.40148
F 3.87548 -5.47872 0.56234
F 4.97380 -3.62392 0.37241
C -1.74400 -0.88344 -1.95326
C -2.64736 0.14923 -2.19257
C -3.25377 0.27109 -3.42693
C -2.96485 -0.65116 -4.42559
C -2.09026 -1.69725 -4.19123
C -1.48006 -1.81709 -2.94921
C -3.61345 -0.47276 -5.77131
F -3.19875 0.65613 -6.36895
F -3.34446 -1.49291 -6.60431
F -4.95424 -0.38918 -5.65804
H -3.71454 -2.57495 3.64316
H -1.95533 -1.26197 2.56725
H -3.13828 -2.82405 -1.24975
H -4.87225 -4.15080 -0.16133
H 1.16520 -1.26250 -2.13620
H 3.20446 -2.63073 -2.09168
H 1.96646 -4.37664 1.61669
H -0.12092 -3.08231 1.53736
H -2.85828 0.87987 -1.42335
H -3.93316 1.09220 -3.61740
H -1.88352 -2.41825 -4.96985
H -0.80752 -2.64416 -2.76733
Br 0.15163 3.24022 1.69036
O -0.40401 1.65053 -1.36741
C -0.60537 2.89309 -2.00557
C -2.05166 3.35179 -1.80825
C -2.77036 3.28198 -0.65133
C -4.08246 3.81704 -0.76380
C -4.33567 4.29677 -2.01088
S -2.99404 4.09103 -3.04811
C 0.34056 3.98505 -1.53938
C 0.05697 5.26635 -1.17665
C 1.21613 6.00404 -0.81319
C 2.35158 5.26169 -0.91830
S 2.02627 3.67463 -1.46067
C -0.28445 2.62508 -3.48858
C -0.02103 1.42295 -4.07065
C 0.32461 1.52639 -5.44677
C 0.34167 2.81437 -5.87857
S -0.04106 3.90448 -4.61902
H -2.37299 2.88809 0.27298
H -4.79340 3.84690 0.04970
H -5.23904 4.75556 -2.38092
H -0.94875 5.66086 -1.14129
H 1.20016 7.03193 -0.47974
H 3.36422 5.56196 -0.69815
H -0.07647 0.49833 -3.52270
H 0.55003 0.67974 -6.08082
H 0.55895 3.18649 -6.86735
*
```

The calculation puts the calculated total energy at -330224.5597 eV. The value obtained for the largest force on an atom is 0.4 eV/A. The value obtained for the HOMO energy is -8.054 eV. As for the LUMO energy: -1.71 eV.

---

(6)
# C25H49O5SiV

C25H49O5SiV as an isolated structure (ωB97M-V with the def2-TZVPD basis set, OMol25).

```
! wB97M-V def2-TZVPD RIJCOSX def2/J DEFGRID3
* xyz 2 3
V 1.34535 -0.11037 0.93499
C 2.84416 2.59438 -0.56628
C 2.95816 1.54553 0.50889
C 3.55618 0.30334 0.19264
C 4.01443 0.02575 -1.21200
C 3.74932 -0.66426 1.20882
C 4.55662 -1.89989 0.92788
C 3.16983 -0.48208 2.47972
C 3.36405 -1.54498 3.52752
C 2.47556 0.72583 2.77314
C 1.77922 0.90409 4.09935
C 2.47405 1.78103 1.82108
C 1.94652 3.14120 2.19746
H 2.18575 2.25904 -1.37004
H 3.82229 2.78697 -1.00801
H 2.44808 3.53079 -0.19136
H 5.05933 0.32513 -1.32985
H 3.43327 0.58096 -1.94275
H 3.93836 -1.03111 -1.45269
H 3.92874 -2.76953 0.72304
H 5.17638 -2.14242 1.78901
H 5.21360 -1.76000 0.07611
H 3.11929 -2.54025 3.15888
H 2.79587 -1.36314 4.43097
H 4.41936 -1.56476 3.80875
H 2.48408 1.26466 4.85235
H 1.36128 -0.03059 4.46215
H 0.96465 1.61882 4.03299
H 0.95911 3.34316 1.77936
H 2.62443 3.90573 1.82204
H 1.88845 3.26153 3.27326
C -2.98506 -2.18329 1.08843
C -3.66760 -0.83476 0.92445
C -5.07056 -0.98393 0.36837
C -3.65970 -0.04506 2.22133
O -2.93303 -0.03764 -0.05950
Si -1.43333 0.04446 -0.56902
O -0.33578 0.03683 0.74917
O -1.13464 1.34174 -1.46351
C -1.79051 2.65148 -1.53618
C -3.13364 2.47972 -2.22394
C -0.86473 3.52141 -2.36525
C -1.94472 3.19475 -0.12527
O -0.81640 -1.27536 -1.34722
C -1.16344 -1.76848 -2.71135
C -2.63495 -1.50620 -2.97060
C -0.85822 -3.25170 -2.67861
C -0.26903 -1.02614 -3.68707
H -3.54184 -2.79491 1.79817
H -1.97067 -2.06136 1.48207
H -2.93918 -2.72111 0.14025
H -5.69106 -1.54582 1.06686
H -5.05702 -1.51583 -0.58315
H -5.52555 -0.00559 0.21463
H -4.23171 -0.57070 2.98633
H -4.11008 0.93678 2.07268
H -2.64004 0.08704 2.58976
H -2.99593 2.06400 -3.22324
H -3.62310 3.44823 -2.32882
H -3.78958 1.82410 -1.65137
H -0.71658 3.08872 -3.35481
H 0.10610 3.62604 -1.87855
H -1.29230 4.51662 -2.48726
H -2.58584 2.55161 0.48116
H -2.39248 4.18827 -0.14568
H -0.96535 3.27906 0.35313
H -3.26300 -2.00797 -2.23443
H -2.89710 -1.89112 -3.95612
H -2.86196 -0.43819 -2.96472
H -1.46261 -3.75947 -1.92607
H 0.19992 -3.42769 -2.47048
H -1.07769 -3.69548 -3.64952
H -0.45626 0.04661 -3.64730
H -0.46167 -1.37309 -4.70279
H 0.78398 -1.21414 -3.46549
C 1.09750 -3.11207 0.60200
O 1.32792 -1.86772 -0.11513
H 1.25338 -3.94280 -0.08226
H 0.07895 -3.13614 0.99050
H 1.80796 -3.17997 1.42069
H 0.53244 -1.74827 -0.75269
*
```

The calculation puts the calculated total energy at -70516.2430 eV. As for the expectation value of S²: 2.02. The value obtained for the largest force on an atom is 0.9 eV/A. The value obtained for the HOMO energy (alpha / beta) is -15.764 / -15.790 eV. The value obtained for the energy above the lowest of the compared OMol25 structures with the same formula, charge and spin is 0.0 kcal/mol. As for the LUMO energy (alpha / beta): -7.38 / -7.20 eV.